Entry 1:
This record from OMol25 describes 4 unconnected molecules or ions with the total composition C24H62BrO14P4. The level of theory is ωB97M-V with the def2-TZVPD basis set.

The energy comes out at -161753.145 eV. As for the total charge: -1. The spin multiplicity is 1. Its LUMO energy is -0.1 eV. As for the largest force on an atom: 0.162 Eh/bohr. The HOMO-LUMO gap comes out at 4.026 eV. The HOMO energy comes out at -4.15 eV.

Each line ends with the Mulliken charge.
Cartesian coordinates (Å):
C  -2.006  7.215  -1.786  -1.074
C  -1.860  5.864  -0.936  0.272
O  -2.094  4.808  -1.875  -0.230
C  -2.393  3.576  -1.199  -0.259
C  -3.074  2.460  -2.110  -0.972
P  -2.957  2.751  -3.994  0.023
Br  -5.001  1.623  -4.251  -0.559
O  -2.153  1.180  -4.251  -0.484
C  -0.891  1.409  -4.893  -0.261
C  -0.331  0.089  -5.602  -0.936
H  -1.781  8.133  -1.170  0.313
H  -3.058  7.209  -2.192  0.332
H  -1.319  7.094  -2.674  0.254
H  -0.809  5.803  -0.498  -0.223
H  -2.566  5.853  -0.055  0.327
H  -1.487  3.102  -0.703  0.073
H  -3.151  3.837  -0.385  0.290
H  -2.705  1.423  -1.851  0.312
H  -4.181  2.460  -1.855  0.382
H  -2.999  2.963  -5.435  0.159
H  -3.631  4.023  -3.853  0.093
H  -1.645  3.337  -3.923  -0.006
H  -0.979  2.187  -5.722  0.435
H  -0.095  1.789  -4.188  0.197
H  -1.139  -0.530  -6.082  0.273
H  0.367  0.437  -6.421  0.325
H  0.257  -0.546  -4.880  0.063
O  2.489  -2.126  -0.924  -0.770
P  1.505  -2.975  -0.111  1.057
O  0.877  -3.859  -1.365  -0.310
C  1.674  -4.953  -1.814  -0.433
C  1.841  -6.032  -0.754  -0.938
O  0.412  -1.736  0.052  -0.469
C  0.730  -0.383  -0.289  -0.633
C  0.485  -0.108  -1.765  -0.720
O  0.599  -3.939  0.975  -0.285
C  -0.574  -3.459  1.651  -0.092
C  -1.791  -3.283  0.755  -0.989
H  2.654  -4.579  -2.128  0.301
H  1.184  -5.377  -2.692  0.337
H  2.390  -5.654  0.112  0.251
H  2.401  -6.882  -1.157  0.465
H  0.868  -6.385  -0.404  0.172
H  1.747  -0.135  0.011  0.385
H  0.080  0.265  0.307  0.334
H  0.884  -0.890  -2.415  0.269
H  0.936  0.843  -2.057  0.369
H  -0.588  -0.061  -1.966  0.226
H  -0.330  -2.545  2.198  0.298
H  -0.825  -4.206  2.409  0.303
H  -1.588  -2.788  -0.195  0.322
H  -2.561  -2.709  1.277  0.365
H  -2.208  -4.255  0.483  0.155
O  -1.596  -6.808  2.667  -0.767
P  -1.040  -8.222  2.480  1.264
O  -2.360  -8.890  1.737  -0.356
C  -2.498  -8.605  0.343  -0.219
C  -1.366  -9.188  -0.490  -0.851
O  -1.279  -8.633  4.073  -0.448
C  -1.606  -7.661  5.069  -0.356
C  -3.105  -7.414  5.134  -1.092
O  -0.190  -9.685  2.215  -0.399
C  0.094  -10.618  3.265  -0.190
C  -1.119  -11.389  3.770  -1.056
H  -2.547  -7.520  0.202  0.175
H  -3.449  -9.026  0.014  0.311
H  -0.407  -8.733  -0.229  0.128
H  -1.541  -9.004  -1.555  0.409
H  -1.280  -10.263  -0.328  0.247
H  -1.047  -6.741  4.913  0.343
H  -1.266  -8.055  6.032  0.356
H  -3.556  -7.286  4.148  0.282
H  -3.321  -6.523  5.727  0.353
H  -3.608  -8.270  5.593  0.325
H  0.622  -10.107  4.073  0.261
H  0.801  -11.344  2.855  0.356
H  -2.005  -10.778  3.941  0.253
H  -0.875  -11.901  4.705  0.341
H  -1.428  -12.136  3.037  0.337
O  1.992  8.180  -1.130  -0.730
P  3.141  8.047  -0.127  1.237
O  2.237  7.697  1.214  -0.447
C  1.793  6.343  1.327  -0.358
C  2.944  5.361  1.486  -1.024
O  3.357  9.692  -0.010  -0.418
C  2.732  10.607  -0.912  -0.390
C  1.331  10.976  -0.448  -0.991
O  4.558  7.781  0.797  -0.381
C  5.404  8.849  1.244  -0.162
C  4.810  9.700  2.359  -1.046
H  1.198  6.084  0.446  0.167
H  1.139  6.282  2.199  0.389
H  3.579  5.349  0.597  0.234
H  2.563  4.345  1.634  0.447
H  3.569  5.631  2.339  0.245
H  2.736  10.216  -1.928  0.348
H  3.349  11.510  -0.940  0.355
H  0.747  10.108  -0.136  0.235
H  0.786  11.487  -1.245  0.355
H  1.385  11.639  0.420  0.295
H  5.713  9.451  0.388  0.257
H  6.315  8.384  1.631  0.358
H  3.770  9.986  2.205  0.249
H  5.397  10.613  2.487  0.336
H  4.815  9.150  3.302  0.340

Cartesian forces (eV/Å) of the 6 atoms listed first:
-0.1 -1.4 0.2
0.6 1.1 -0.7
0.0 0.0 1.6
-0.8 -1.1 0.4
-0.8 0.1 1.0
1.6 1.1 -0.1


Entry 2:
This record from OMol25 describes 4 unconnected molecules or ions with the total composition C3H15N2O3. The level of theory is ωB97M-V with the def2-TZVPD basis set.

The energy comes out at -12470.010 eV. As for the total charge: +1. The spin multiplicity is 1. Its LUMO energy is -2.7 eV. As for the largest force on an atom: 0.099 Eh/bohr. The HOMO-LUMO gap comes out at 11.149 eV. The HOMO energy comes out at -13.86 eV. For the energy relative to the best compared isomer or geometry (same formula, charge and spin), the calculation gives 176.18 kJ/mol.

Each line ends with the Mulliken charge.
Cartesian coordinates (Å):
C  -0.050  -1.444  -2.540  -0.834
C  -0.521  0.072  -2.812  -0.477
N  0.012  2.048  0.237  -0.338
C  -0.254  1.148  -0.735  0.238
N  0.284  1.062  -1.941  -0.115
H  -0.708  -2.145  -3.054  0.349
H  0.952  -1.560  -2.748  0.349
H  -0.233  -1.682  -1.384  0.180
H  -0.215  0.289  -3.803  0.353
H  -1.583  0.210  -2.547  0.319
H  0.829  2.608  0.275  0.233
H  -0.442  1.791  1.156  0.287
H  -1.225  0.636  -0.384  0.214
H  1.131  1.476  -2.263  0.230
H  1.414  -1.261  1.207  0.311
H  0.995  0.008  1.935  0.279
O  0.890  -0.386  1.040  -0.563
H  -1.154  0.979  3.726  0.320
H  -0.529  2.285  3.341  0.339
O  -0.455  1.316  3.087  -0.676
H  -0.212  -2.102  3.243  0.286
H  0.832  -3.042  2.508  0.316
O  0.243  -2.306  2.456  -0.600

Cartesian forces (eV/Å) of the 6 atoms listed first:
-3.5 1.6 3.3
1.8 -1.6 1.6
-1.4 -1.8 0.0
-0.6 2.2 1.7
-3.4 -2.3 1.2
0.3 0.2 -0.3


Entry 3:
This record from OMol25 describes C6H10O in the gas phase. The level of theory is ωB97M-V with the def2-TZVPD basis set.

The energy comes out at -8430.418 eV. Its SMILES is C[C@H]1C[C@H]1CC=O. The spin multiplicity is 1. Its LUMO energy is 1.1 eV. As for the largest force on an atom: 0.012 Eh/bohr. The HOMO-LUMO gap comes out at 10.676 eV. The HOMO energy comes out at -9.61 eV. For the energy relative to the best compared isomer or geometry (same formula, charge and spin), the calculation gives 79.35 kJ/mol.

Each line ends with the Mulliken charge.
Cartesian coordinates (Å):
C  -2.122  -0.199  0.144  -1.395
C  -1.096  0.779  -0.378  0.190
C  -0.038  1.288  0.559  -0.779
C  0.340  0.379  -0.563  -0.013
C  0.921  -0.979  -0.269  -0.626
C  2.372  -0.811  0.130  -0.031
O  2.816  0.195  0.633  -0.459
H  -3.095  0.290  0.243  0.395
H  -1.847  -0.588  1.134  0.293
H  -2.223  -1.049  -0.540  0.283
H  -1.448  1.487  -1.125  0.408
H  0.329  2.307  0.518  0.255
H  -0.050  0.838  1.546  0.221
H  0.859  0.867  -1.382  0.371
H  0.839  -1.663  -1.123  0.336
H  0.392  -1.477  0.556  0.194
H  3.051  -1.663  -0.082  0.357

Cartesian forces (eV/Å) of the 6 atoms listed first:
0.0 -0.1 0.0
0.0 0.1 0.0
0.1 0.2 0.1
0.2 -0.1 -0.1
-0.2 0.1 0.0
0.3 0.2 0.2


Entry 4:
This record from OMol25 describes a molecular structure, C14H26O4P2Zr. The level of theory is ωB97M-V with the def2-TZVPD basis set.

The energy comes out at -42970.933 eV. As for the total charge: +2. The spin multiplicity is 1. Its LUMO energy is -9.5 eV. As for the largest force on an atom: 0.154 Eh/bohr. The HOMO-LUMO gap comes out at 3.826 eV. The HOMO energy comes out at -13.33 eV. For the energy relative to the best compared isomer or geometry (same formula, charge and spin), the calculation gives 0.00 kJ/mol.

Each line ends with the Mulliken charge.
Cartesian coordinates (Å):
Zr  0.019  -0.485  -1.062  -0.700
H  -1.523  -1.351  -0.243  0.003
H  -1.792  -0.543  -0.387  0.444
P  -0.249  -3.041  -1.806  1.036
P  -0.278  1.987  -1.914  0.954
C  1.279  2.854  -1.461  -1.093
H  1.214  3.926  -1.688  0.462
H  1.490  2.734  -0.388  0.253
H  2.109  2.414  -2.032  0.358
C  -0.574  2.313  -3.670  -1.069
H  -1.526  1.824  -3.932  0.368
H  -0.617  3.393  -3.862  0.406
H  0.253  1.840  -4.221  0.375
C  -1.597  2.819  -0.955  -1.054
H  -1.416  2.720  0.125  0.252
H  -1.667  3.886  -1.202  0.444
H  -2.553  2.333  -1.199  0.375
C  -0.374  -3.424  -3.596  -1.146
H  -0.439  -4.509  -3.769  0.400
H  -1.275  -2.928  -3.993  0.373
H  0.517  -3.013  -4.094  0.378
C  1.193  -4.026  -1.243  -1.315
H  1.286  -3.936  -0.152  0.392
H  1.074  -5.085  -1.509  0.413
H  2.106  -3.632  -1.710  0.393
C  -1.679  -3.917  -1.070  -1.241
H  -2.605  -3.437  -1.415  0.415
H  -1.694  -4.979  -1.351  0.397
H  -1.625  -3.836  0.023  0.409
C  2.183  -0.752  -0.612  0.724
O  3.095  -0.712  0.108  -0.082
H  0.607  -0.569  -2.700  0.147
O  0.308  2.970  2.243  -0.698
C  0.358  2.217  3.344  0.313
C  0.383  2.801  4.643  -0.707
C  0.388  1.989  5.775  -0.331
C  0.350  0.607  5.593  -0.695
C  0.328  0.023  4.323  -0.435
C  0.364  0.804  3.178  0.104
C  0.295  0.199  1.806  1.139
O  0.256  -1.036  1.594  -0.636
O  0.223  1.024  0.772  -0.551
H  0.346  2.275  1.518  0.348
H  0.410  3.888  4.749  0.426
H  0.424  2.437  6.777  0.414
H  0.348  -0.016  6.475  0.409
H  0.274  -1.049  4.193  0.429

Cartesian forces (eV/Å) of the 6 atoms listed first:
0.8 2.4 2.5
-2.2 1.8 0.1
-0.7 -2.6 1.1
-0.3 -2.0 -0.6
-0.1 1.3 0.0
0.2 -0.5 0.1


Q: Which value of energy does entry 4 give?
A: -42970.933 eV